55
Properties=species:S:1:pos:R:3:forces:R:3:nbo_charge:R:1 method="wB97M-V/def2-TZVPD" smiles="O=C(Cc1ccc(-n2c(=O)c3sccc3n(Cc3ccc(F)cc3)c2=O)cc1)NCc1ccco1" spin_multiplicity=1 fmax_ev_per_a=1.04 homo_lumo_gap_ha=0.3083 charge=0
O 6.81082 1.92734 -0.61876 0.3 -0.1 -0.3 -0.615
C 5.80991 1.98783 0.05801 -0.3 0.5 0.2 0.689
C 4.64981 2.93968 -0.23053 0.2 -0.1 -0.2 -0.516
C 3.35295 2.18191 -0.28733 -0.2 0.1 0.0 -0.010
C 2.25509 2.56843 0.47040 0.1 0.0 0.0 -0.222
C 1.06909 1.85948 0.41115 0.0 -0.3 -0.1 -0.173
C 0.97585 0.74933 -0.41133 0.3 0.3 0.1 0.127
N -0.26227 0.02787 -0.49705 0.5 0.1 0.1 -0.485
C -0.26928 -1.28985 -0.02609 -0.3 -0.1 0.1 0.673
O 0.71791 -1.80055 0.45488 0.0 -0.1 0.0 -0.598
C -1.55931 -1.90669 -0.17433 -0.5 -0.3 0.0 -0.386
S -1.95163 -3.52194 0.29905 -0.2 0.4 -0.2 0.508
C -3.56604 -3.29484 -0.23028 0.5 0.0 0.1 -0.355
C -3.80748 -2.05788 -0.74249 -0.2 -0.1 0.0 -0.295
C -2.64766 -1.24782 -0.71342 0.8 -0.6 0.4 0.198
N -2.52270 0.04456 -1.14893 0.0 0.1 -0.1 -0.416
C -3.66916 0.74864 -1.69546 -0.1 0.3 -0.2 -0.244
C -4.74576 0.96256 -0.66358 -0.1 0.0 0.0 -0.055
C -6.08296 0.77135 -0.98698 0.2 0.1 0.1 -0.191
C -7.07429 0.96981 -0.04297 -0.1 0.1 0.2 -0.274
C -6.70777 1.35644 1.23297 0.1 0.0 -0.1 0.394
F -7.66647 1.54242 2.16118 0.1 0.0 0.0 -0.321
C -5.38454 1.55764 1.58242 -0.2 0.0 0.1 -0.268
C -4.40803 1.36146 0.62436 -0.1 0.0 -0.1 -0.181
C -1.32434 0.72606 -1.04704 -0.4 0.1 -0.3 0.804
O -1.21368 1.86943 -1.42866 0.1 0.2 0.0 -0.616
C 2.06716 0.33756 -1.16064 -0.1 0.1 0.0 -0.127
C 3.24677 1.05321 -1.09514 -0.1 0.1 0.0 -0.230
N 5.61024 1.23859 1.16995 0.0 -0.1 0.5 -0.615
C 6.37069 0.02453 1.40688 -0.2 -0.1 0.0 -0.269
C 5.63983 -1.13831 0.81434 0.8 -0.2 -0.5 0.252
C 5.96790 -2.03942 -0.15295 0.0 0.5 0.5 -0.298
C 4.81264 -2.83605 -0.35658 -0.5 0.0 0.3 -0.329
C 3.86786 -2.35527 0.49422 0.0 -0.7 -0.6 0.095
O 4.35835 -1.32840 1.20763 0.1 0.4 0.4 -0.414
H 4.61397 3.70828 0.54378 0.0 0.0 0.0 0.230
H 4.85186 3.42448 -1.18775 0.1 0.0 0.1 0.246
H 2.32202 3.43701 1.10964 0.0 0.1 0.1 0.214
H 0.21646 2.17270 0.99366 -0.1 0.0 0.0 0.219
H -4.26670 -4.10046 -0.13350 -0.2 -0.1 0.0 0.243
H -4.76486 -1.74112 -1.10981 -0.2 0.0 -0.1 0.238
H -3.28871 1.71472 -2.04583 -0.1 -0.3 0.0 0.272
H -4.06007 0.19209 -2.55231 0.0 0.0 0.0 0.207
H -6.35595 0.47011 -1.98799 0.0 -0.1 -0.1 0.214
H -8.11577 0.82646 -0.28268 -0.1 0.0 0.0 0.233
H -5.13493 1.86530 2.58526 0.0 0.0 0.1 0.234
H -3.37147 1.52551 0.87811 0.1 0.0 0.1 0.219
H 1.99192 -0.53730 -1.78770 0.0 -0.1 -0.1 0.218
H 4.09795 0.73734 -1.68050 0.1 -0.1 -0.1 0.227
H 4.68833 1.24923 1.58269 0.0 0.1 -0.1 0.401
H 7.34152 0.13752 0.92254 -0.1 -0.1 0.1 0.250
H 6.50488 -0.10091 2.48591 0.1 0.0 -0.1 0.211
H 6.90981 -2.12401 -0.65456 0.2 0.1 -0.1 0.228
H 4.70784 -3.65002 -1.04418 -0.1 -0.2 -0.1 0.226
H 2.84375 -2.61827 0.66659 -0.1 0.0 0.1 0.232

---

55
Properties=species:S:1:pos:R:3:forces:R:3:nbo_charge:R:1 method="wB97M-V/def2-TZVPD" spin_multiplicity=1 fmax_ev_per_a=1.36 homo_lumo_gap_ha="0.2585 / 0.2585" charge=+3
Pd 0.22568 -1.12320 -0.84193 0.5 -0.9 -0.6 0.710
O 1.74963 -5.24320 -1.48114 0.0 0.1 -0.1 -0.604
C 1.32035 -4.10427 -1.01220 0.1 -0.1 -0.1 0.804
O 1.17689 -3.08556 -1.66229 -0.2 0.2 0.1 -0.634
C 1.01707 -4.14557 0.44825 0.0 0.0 0.0 0.085
C 1.24951 -5.26256 1.25077 0.0 0.0 -0.1 -0.115
C 0.96801 -5.18214 2.60141 0.0 0.0 0.1 -0.124
C 0.46333 -3.99186 3.10962 0.0 0.0 0.0 -0.113
C 0.24737 -2.96042 2.20960 0.0 -0.2 0.3 0.031
N 0.51541 -3.01237 0.90825 0.0 0.0 -0.3 -0.417
C -0.25948 -1.65983 2.58355 0.3 -0.6 0.4 0.858
O -0.12339 -1.14926 3.73465 0.1 -0.3 0.0 -0.354
O -0.79189 -0.94265 1.67038 0.3 -0.3 0.0 -0.409
H 1.94480 -5.18755 -2.43340 0.0 0.0 0.0 0.537
H 1.65248 -6.16641 0.81464 0.0 0.0 0.0 0.283
H 1.14094 -6.02846 3.25253 0.0 0.0 0.0 0.278
H 0.22930 -3.87699 4.15981 0.0 0.0 0.0 0.272
O -0.27459 -1.60212 -3.50988 0.1 0.0 0.1 -0.489
N 0.32904 -0.62132 -2.77556 0.2 0.4 0.1 -0.127
C 1.00960 0.30668 -3.32767 -0.2 0.0 0.1 0.126
C 1.47245 1.52062 -2.65201 0.0 -0.1 0.0 -0.029
C 2.33195 2.33602 -3.37753 0.0 0.0 0.0 -0.143
C 2.68987 3.59626 -2.90943 0.0 0.0 0.0 -0.141
C 2.14037 4.07154 -1.73383 0.0 0.0 0.0 -0.149
C 1.26955 3.26933 -0.99882 0.0 0.1 0.0 -0.162
C 0.95809 1.98269 -1.42052 -0.1 0.1 0.0 -0.432
P -0.20814 1.00932 -0.45897 -0.1 0.0 0.4 1.295
C -1.92311 1.38804 -0.72910 -0.1 0.1 -0.2 -0.497
C -2.66214 0.70648 -1.70232 0.0 0.0 0.1 -0.111
C -3.97295 1.07710 -1.94605 -0.1 0.0 0.0 -0.203
C -4.54850 2.12024 -1.23019 0.0 0.0 0.0 -0.127
C -3.81764 2.80071 -0.26410 0.0 0.0 0.0 -0.172
C -2.50421 2.44244 -0.01382 0.0 0.1 0.0 -0.200
C 0.05816 1.24721 1.32866 0.6 -0.3 0.0 -0.409
C -0.87864 0.41497 2.17274 -0.7 1.2 0.0 0.025
C -0.54180 0.27746 3.67210 0.0 0.4 -0.1 0.036
C 0.57988 1.11843 4.18841 0.1 0.2 -0.2 -0.163
C 1.34324 1.83942 3.36064 -0.4 -0.2 0.2 -0.186
C 1.12734 1.82894 1.90788 -0.3 -0.1 -0.2 -0.076
H 0.03111 -1.54625 -4.43340 0.0 0.0 0.0 0.495
H 1.17653 0.24752 -4.40246 0.0 0.0 0.0 0.233
H 2.71540 1.99408 -4.33110 0.0 0.0 0.0 0.245
H 3.36860 4.21148 -3.48420 0.0 0.0 0.0 0.264
H 2.37284 5.06887 -1.38551 0.0 0.0 0.0 0.260
H 0.82146 3.67671 -0.10079 0.0 0.0 0.0 0.231
H -2.23711 -0.12166 -2.25277 0.1 0.0 0.0 0.212
H -4.55176 0.54865 -2.69109 0.0 0.0 0.0 0.251
H -5.57348 2.40546 -1.42618 0.0 0.0 0.0 0.256
H -4.26887 3.61487 0.28638 0.0 0.0 0.0 0.252
H -1.93283 3.00827 0.71502 0.0 -0.1 0.0 0.224
H -1.93050 0.62581 2.01518 -0.1 0.6 0.1 0.264
H -1.43032 0.34331 4.29572 0.0 0.0 0.0 0.264
H 0.72616 1.12295 5.26110 0.1 0.0 0.0 0.270
H 2.14267 2.45912 3.74452 0.0 0.0 0.0 0.270
H 1.86630 2.33266 1.29644 0.0 0.0 0.0 0.253

---

58
Properties=species:S:1:pos:R:3:forces:R:3:lowdin_spin:R:1 method="wB97M-V/def2-TZVPD" s_squared=6.03 spin_multiplicity=5 fmax_ev_per_a=1.01 homo_lumo_gap_ha="0.3297 / 0.1758" charge=+1
Pd -0.67840 -0.58559 0.49600 -0.3 0.3 0.1 1.471
O -3.62662 2.89653 -4.94525 -0.2 -0.1 0.2 0.246
C -4.35048 2.63706 -4.01971 0.0 0.2 -0.2 0.082
O -5.44630 2.63652 -3.53485 0.2 0.0 -0.1 0.248
C -3.26704 1.91650 -2.77796 0.0 0.0 0.0 0.329
C -1.92831 1.81371 -3.08564 -0.1 0.0 0.0 0.031
C -1.13809 1.22431 -2.11757 0.1 0.0 0.2 0.024
N -1.63770 0.77998 -0.95860 0.3 -0.1 -0.4 0.070
C -2.93926 0.90082 -0.70448 0.1 0.2 -0.2 0.022
C -3.82226 1.48612 -1.60299 0.0 0.1 -0.1 0.031
C -3.43438 0.36022 0.61246 0.0 -0.4 0.4 0.015
O -4.57649 0.57941 0.93851 0.1 0.0 0.1 0.028
O -2.55014 -0.32974 1.27570 -0.5 0.1 -0.1 0.194
H -1.51829 2.17223 -4.01607 0.0 0.0 0.0 0.001
H -0.07207 1.11227 -2.26729 0.0 0.0 0.0 0.004
H -4.86824 1.57553 -1.35237 0.0 0.0 0.0 0.003
C -1.94629 -4.33624 -3.39682 0.1 0.1 0.2 0.001
N -1.18995 -3.70559 -2.31027 0.0 -0.2 -0.2 0.003
C -0.22949 -4.30490 -1.52419 -0.2 0.0 -0.2 0.003
C 0.19118 -3.35688 -0.64967 0.0 0.2 -0.1 0.008
N -0.49072 -2.18516 -0.90282 0.0 -0.3 0.3 0.098
C -1.31906 -2.43718 -1.89567 0.0 0.0 -0.1 0.008
H -1.63531 -5.37273 -3.47361 0.0 0.0 0.0 0.000
H -1.74432 -3.83585 -4.33989 0.0 0.0 0.0 0.000
H -3.01037 -4.30165 -3.18028 0.0 0.0 0.0 0.000
H 0.05413 -5.33566 -1.65480 0.0 0.1 0.0 0.001
H 0.93357 -3.43360 0.12605 0.0 0.0 0.0 0.001
H -2.00614 -1.73229 -2.33726 0.0 0.0 0.0 0.000
O -0.12934 -1.77979 2.44026 0.1 0.0 0.1 0.065
C 1.05657 -1.49197 2.37121 0.2 0.0 -0.2 0.010
N 2.05879 -1.85953 3.20701 -0.1 0.1 -0.1 0.009
C 3.35872 -1.48347 2.70168 0.2 -0.3 0.3 0.134
C 2.83418 -0.66213 1.32961 0.2 0.7 -0.7 0.088
O 3.64250 -0.14853 0.59904 -0.1 -0.2 0.3 0.288
N 1.52081 -0.72118 1.30985 0.2 -0.4 0.5 0.094
C 4.07668 -0.51371 3.56702 -0.1 0.0 -0.1 0.075
C 5.17194 0.22573 3.07898 0.1 -0.1 0.1 0.067
C 5.91873 1.00323 3.93324 0.0 0.0 0.0 0.006
C 5.57516 1.08109 5.28274 -0.1 0.0 0.1 0.113
C 4.47617 0.37341 5.77604 0.1 0.1 0.0 0.008
C 3.71650 -0.39700 4.92574 0.0 0.1 -0.1 0.065
C 4.20113 -2.69068 2.25908 -0.1 0.2 -0.1 0.019
C 4.14474 -3.82505 3.06454 0.0 -0.1 0.1 0.010
C 4.92759 -4.93068 2.77106 0.0 0.0 0.0 0.003
C 5.76922 -4.91635 1.66701 0.0 0.0 0.0 0.004
C 5.82950 -3.78755 0.86711 0.0 0.0 0.0 0.001
C 5.04928 -2.67609 1.16037 0.1 0.0 0.0 0.005
H 1.89768 -2.49655 3.96774 0.0 -0.1 -0.1 0.002
H 5.41519 0.19983 2.02563 0.0 0.0 0.0 0.004
H 6.75471 1.57251 3.55061 0.0 0.0 0.0 -0.002
H 6.14911 1.71291 5.94832 0.0 0.0 0.0 0.005
H 4.21718 0.43190 6.82459 0.0 0.0 0.0 -0.001
H 2.86644 -0.93462 5.32056 0.0 0.0 -0.1 0.002
H 3.51203 -3.85793 3.94444 0.0 0.0 -0.1 0.000
H 4.88024 -5.80192 3.41134 0.0 0.0 0.0 0.001
H 6.37457 -5.78266 1.43388 0.0 0.0 0.0 0.000
H 6.48314 -3.76520 0.00503 0.0 0.0 0.0 0.000
H 5.10959 -1.80725 0.52066 0.0 0.0 0.0 0.001

---

54
Properties=species:S:1:pos:R:3:forces:R:3:nbo_charge:R:1 method="wB97M-V/def2-TZVPD" spin_multiplicity=1 fmax_ev_per_a=1.83 homo_lumo_gap_ha=0.2190 charge=0
Sr -0.64596 -0.75589 -0.09464 -0.8 0.2 -0.1 1.822
C -1.56668 4.43637 -2.40451 0.0 0.0 0.0 -0.248
C -0.42942 3.64383 -2.35220 0.0 0.0 0.0 -0.182
C -0.26128 2.72645 -1.32566 0.0 0.1 -0.1 -0.277
C -1.22842 2.58443 -0.33087 0.1 -0.1 0.2 0.227
C -2.38098 3.37254 -0.39835 0.0 0.1 -0.1 -0.287
C -2.54029 4.29122 -1.42342 0.0 0.0 0.0 -0.198
N -1.05375 1.56286 0.61818 -0.4 0.1 0.3 -0.728
C -1.31783 1.73591 1.90440 0.0 0.1 0.3 0.232
C -1.45312 3.03358 2.52798 0.0 -0.1 -0.1 -0.287
C -1.64216 3.17048 3.86269 0.0 0.0 0.2 -0.150
C -1.73647 2.05086 4.73885 0.0 0.1 -0.1 -0.281
C -1.62749 0.80615 4.21388 0.0 0.0 0.0 -0.179
C -1.43012 0.60727 2.82003 0.0 -0.3 -0.1 0.034
N -1.34789 -0.65210 2.28502 -0.1 0.4 0.6 -0.269
N -1.48271 -1.67016 3.03075 0.1 -0.5 -0.2 -0.291
C -1.28606 -2.91206 2.35224 -0.1 0.5 0.5 0.321
C -1.57831 -4.04542 3.10913 0.0 -0.1 0.0 -0.243
C -1.35226 -5.28868 2.56050 0.0 -0.1 0.0 -0.148
C -0.83297 -5.38309 1.27312 0.0 0.0 0.0 -0.276
C -0.58088 -4.21037 0.59216 0.0 0.1 -0.1 0.057
N -0.80396 -2.99440 1.10436 -0.2 -0.2 0.5 -0.569
H -1.69923 5.15102 -3.20580 0.0 0.0 0.0 0.211
H 0.33522 3.73166 -3.11360 0.0 0.0 0.0 0.212
H 0.62606 2.10412 -1.28431 0.0 0.0 0.0 0.215
H -3.15747 3.24835 0.34613 0.0 0.0 0.0 0.216
H -3.43950 4.89351 -1.46373 0.0 0.0 0.0 0.210
H -1.35751 3.90888 1.90163 0.0 0.0 0.0 0.224
H -1.70681 4.16920 4.27948 0.0 0.0 0.0 0.210
H -1.87921 2.20241 5.79952 0.0 0.0 0.0 0.213
H -1.68551 -0.07300 4.84069 0.0 0.0 0.0 0.229
H -1.96745 -3.91862 4.10878 0.0 0.0 0.0 0.236
H -1.57159 -6.18289 3.12991 0.0 0.0 0.0 0.221
H -0.62630 -6.33547 0.80768 0.0 0.0 0.0 0.227
H -0.18116 -4.23012 -0.41579 0.0 0.0 0.0 0.205
O -0.13259 -1.01602 -2.18048 0.6 -0.2 -1.7 -0.934
C 0.85493 -0.91351 -3.01889 -0.1 0.0 0.2 0.410
C 0.61959 -0.90199 -4.41011 0.1 0.0 -0.1 -0.293
C 1.64540 -0.80312 -5.32087 -0.1 0.0 -0.1 -0.176
C 2.97106 -0.70457 -4.89550 -0.1 0.0 0.1 -0.304
C 3.22369 -0.70334 -3.53967 0.1 0.0 -0.2 -0.107
C 2.20543 -0.80466 -2.58494 0.2 0.0 0.2 -0.249
C 2.57499 -0.78143 -1.15529 -0.1 0.0 -0.4 0.402
N 1.78516 -0.76934 -0.09111 0.7 0.0 0.1 -0.610
C 2.60832 -0.72980 1.01856 0.0 0.0 0.0 -0.097
C 3.90397 -0.72381 0.62845 0.1 0.0 -0.1 -0.091
N 3.87065 -0.75591 -0.74744 0.0 0.0 0.1 -0.518
H -0.41195 -0.97453 -4.72975 0.0 0.0 0.0 0.216
H 1.41632 -0.79843 -6.37994 0.0 0.0 0.0 0.208
H 3.78115 -0.62379 -5.60604 0.0 0.0 0.0 0.209
H 4.25897 -0.61011 -3.23120 0.0 0.0 0.0 0.170
H 2.21381 -0.70727 2.02097 0.0 0.0 0.0 0.216
H 4.82735 -0.69653 1.17769 0.0 0.0 0.0 0.221
H 4.67322 -0.76066 -1.34866 0.0 0.0 0.0 0.420